Model w:
Molecular formula: CH10O6
Method: DFT, wB97M-V/def2-TZVPD

Summary:
Orbital gap = 10.976 eV
SMILES string = O=CO.O.O.O.O

The geometry in ORCA input format:
```
! wB97M-V def2-TZVPD RIJCOSX def2/J DEFGRID3
* xyz 0 1
O -0.20051 -2.62186 -1.63166
C -0.91382 -1.86528 -0.87887
O -0.64022 -0.58222 -0.73440
H -1.57860 -2.33068 -0.02080
H -1.43628 -0.10319 -0.34851
O -0.28353 2.98863 1.12415
H 0.39715 2.41785 1.37565
H -0.05880 3.81905 0.70285
O 1.91431 1.24645 1.42183
H 1.81975 0.34212 1.04343
H 2.52240 1.63670 0.79182
O 2.12333 -1.46540 0.09667
H 1.47720 -1.78827 -0.58919
H 2.87293 -2.03128 0.09705
O -2.35482 1.20716 -0.08204
H -1.72566 1.84435 0.36817
H -3.27571 1.20300 0.29632
*
```

=====

Model x:
Molecular formula: CH10O6
Method: DFT, wB97M-V/def2-TZVPD

Summary:
Orbital gap = 10.774 eV
SMILES string = O=CO.O.O.O.O

The geometry in ORCA input format:
```
! wB97M-V def2-TZVPD RIJCOSX def2/J DEFGRID3
* xyz 0 1
O 0.26971 1.64614 1.92732
C 1.06213 1.22748 2.69610
O 0.95368 -0.01858 3.30456
H 2.04862 1.33460 3.10300
H 0.37252 -0.78038 2.94508
O -1.25703 -2.23908 -1.83192
H -1.92046 -1.77786 -1.53836
H -1.14152 -2.99335 -1.26547
O 1.37778 0.47588 -0.35309
H 0.65213 -0.04758 -0.80796
H 0.91663 1.36750 -0.08482
O 1.09533 0.78686 -3.03901
H 0.57015 0.06091 -3.05886
H 2.00141 0.65217 -3.25372
O -2.33691 -0.16669 0.70916
H -3.06159 0.39808 0.41232
H -1.60259 0.07391 0.13566
*
```

=====

Model y:
Molecular formula: CH10O6
Method: DFT, wB97M-V/def2-TZVPD

Summary:
Orbital gap = 10.692 eV
SMILES string = O=CO.O.O.O.O

The geometry in ORCA input format:
```
! wB97M-V def2-TZVPD RIJCOSX def2/J DEFGRID3
* xyz 0 1
O -0.89068 0.51902 -2.46367
C -1.55183 0.11181 -1.50213
O -0.90050 -0.22047 -0.39405
H -2.63561 0.21058 -1.44006
H -0.65497 -1.16829 -0.15521
O 0.39857 -0.87812 2.35810
H 1.38947 -0.70747 2.13189
H 0.12583 0.03483 2.63641
O 2.38769 0.43914 0.73617
H 1.73692 1.12843 0.43935
H 3.33292 0.69656 0.46724
O 0.09157 2.74789 -0.03206
H -0.32802 1.91837 0.23395
H -0.37123 3.52739 0.32253
O -0.29447 -2.72718 0.29037
H 0.20363 -2.04964 0.79007
H 0.17469 -3.30387 -0.37220
*
```

=====

Model z:
Molecular formula: CH10O6
Method: DFT, wB97M-V/def2-TZVPD

Summary:
Orbital gap = 10.306 eV

The geometry in ORCA input format:
```
! wB97M-V def2-TZVPD RIJCOSX def2/J DEFGRID3
* xyz 0 1
H 0.19149 0.31055 -0.23634
O -0.81387 0.97504 -0.29547
O 0.91229 -0.63484 0.13384
H -0.77021 1.66023 -0.93273
H -1.65457 0.33373 -0.76632
C 0.53478 -1.79139 0.55826
H 1.28423 -2.40472 1.10887
O -0.52389 -2.29317 0.18019
O 0.84087 0.29066 3.06013
H 1.42190 0.44354 2.43936
H 0.07876 0.74433 2.80742
O 1.42999 2.35041 -2.14211
H 1.65978 1.86726 -2.85462
H 2.08347 2.00010 -1.36605
O -2.28632 -0.99927 -0.89380
H -2.59877 -1.04166 0.02076
H -1.78995 -1.81078 -0.82138
*
```

=====

Going by the energies, model w is most stable and the next is 0.769 eV up.